A 2-piece molecular cluster, C9H14Si overall, computed with wB97M-V/def2-TZVPD.

XYZ file:
```
24
C9H14Si (wB97M-V/def2-TZVPD)
C -2.809 -2.282 0.144
C -1.880 -1.577 0.553
C 2.088 -1.772 -0.793
C 1.213 -1.266 -0.165
C 3.086 -2.480 -1.596
C -1.964 2.221 1.180
C 1.121 1.758 1.125
C -0.682 0.989 -1.388
C -1.058 -0.672 1.220
Si -0.621 1.049 0.533
H -3.627 -2.938 0.180
H 3.598 -3.034 -0.821
H 3.658 -1.895 -2.325
H 2.678 -3.256 -2.172
H -2.943 1.657 1.516
H -1.649 2.806 2.155
H -2.253 3.069 0.493
H 1.449 1.397 2.065
H 1.822 1.527 0.411
H 1.053 2.751 1.240
H -1.488 0.588 -1.801
H -0.501 2.062 -1.914
H 0.005 0.338 -1.795
H -0.296 -1.040 1.958
```

## Properties
E_LUMO (alpha / beta) ... -0.083 / -0.083 Ha
Kohn-Sham gap (alpha / beta) ... 6.47 / 6.47 eV
F_max ... 5.7 eV/A
Relative energy (zero: lowest compared OMol25 entry of this formula, charge and spin) ... 209.4 kcal/mol